Entry 1:
Computed, not measured: an isolated molecule of C4H9NO2, with ωB97M-V/def2-TZVPD.

The charge is 0. Its structure (SMILES) is C[C@@H](O)[C@H](N)C=O. The value obtained for the total energy is -363.00651 a.u. The value obtained for the LUMO energy is 0.716 eV. The calculation puts the largest force on an atom at 2.83 eV Å⁻¹. For the HOMO energy, the calculation gives -9.5 eV.

```
16
C4H9NO2 (ωB97M-V/def2-TZVPD)
H -1.27257 2.22626 -0.11416
C -0.16057 0.35510 -0.71366
O 1.04979 -0.43085 1.29547
C 0.18673 -0.85486 0.19820
H 0.79470 2.09969 -0.49271
C 1.08588 -1.90324 -0.49405
H 0.51446 -0.18334 2.04394
H 2.01041 -1.44425 -0.83734
H 1.85562 0.86177 -0.72031
H -0.73453 0.00280 -1.59025
C -1.29254 1.11249 0.04480
H 0.63726 -2.42413 -1.33168
H 1.32917 -2.49695 0.39498
O -2.27426 0.65644 0.55665
N 0.94398 1.21469 -0.95223
H -0.70736 -1.18935 0.70675
```

Entry 2:
Computed, not measured: an isolated molecule of C4H9NO2, with ωB97M-V/def2-TZVPD.

The charge is 0. Its structure (SMILES) is C[C@@H](CO)NC=O. The value obtained for the total energy is -363.03233 a.u. The value obtained for the LUMO energy is 0.706 eV. The calculation puts the largest force on an atom at 0.94 eV Å⁻¹. For the HOMO energy, the calculation gives -9.7 eV.

```
16
C4H9NO2 (ωB97M-V/def2-TZVPD)
H -0.65645 2.31007 -0.39322
O -0.05594 -1.85187 1.07946
H 1.48875 1.46578 0.19096
C -1.04806 1.30276 -0.55266
H -1.95038 -1.14471 1.07370
H -0.59540 0.74273 1.51310
H -2.14087 1.33959 -0.54142
H -0.71612 0.94219 -1.53174
O 1.78771 -1.51319 -0.65572
N 1.10252 0.51987 0.19899
H 2.90844 0.13329 -0.78356
C 1.95793 -0.31973 -0.43489
C -1.01659 -1.05513 0.47832
H 0.68144 -1.86837 0.41282
C -0.44316 0.38730 0.48481
H -1.30382 -1.39059 -0.53895
```

Entry 3:
Computed, not measured: a structure of composition C4H9NO2, with ωB97M-V/def2-TZVPD.

The charge is 0. The value obtained for the total energy is -362.97856 a.u. The value obtained for the LUMO energy is 0.893 eV. The calculation puts the largest force on an atom at 1.50 eV Å⁻¹. For the HOMO energy, the calculation gives -9.2 eV.

```
16
C4H9NO2 (ωB97M-V/def2-TZVPD)
H -1.67860 0.25411 -2.88412
N -1.66801 0.58411 -1.92986
C -0.44507 0.36189 -1.34804
H -1.11684 1.27054 0.50469
H 0.47668 -1.88903 -0.48421
H 1.65749 -0.27025 1.81128
C 1.76334 -0.89501 0.92265
H -0.75074 -1.02219 1.79394
H -2.18357 1.43061 -1.74404
H 2.33773 -1.79770 1.17302
O -0.55102 -1.75315 1.20319
C -0.25593 0.68440 0.07341
C 0.38879 -1.19867 0.38379
H 2.29845 -0.35338 0.13514
H 0.63555 1.28630 0.27457
O 0.40382 -0.28873 -1.94512
```

Entry 4:
Computed, not measured: a cluster of 2 separate species, C4H9NO2 in total, with ωB97M-V/def2-TZVPD.

The charge is 0. The value obtained for the total energy is -362.93952 a.u. The value obtained for the LUMO energy is 1.032 eV. The calculation puts the largest force on an atom at 1.52 eV Å⁻¹. For the HOMO energy, the calculation gives -8.7 eV.

```
16
C4H9NO2 (ωB97M-V/def2-TZVPD)
H -3.45891 -0.33554 -0.66810
C -2.88382 0.49754 -0.16224
H -3.50121 1.03733 0.62712
O 2.75246 0.14332 0.56636
H 4.40015 0.36413 -0.48751
H -2.40880 1.23698 -0.84542
C 3.38032 0.06743 -0.73872
H 2.93560 0.73944 -1.48772
O 0.92339 -0.48676 -0.38959
N -1.72712 -0.21729 0.40344
C 1.47012 -0.11094 0.76016
H -2.55461 0.03430 2.23444
H 3.34835 -0.93000 -1.19994
H -0.04126 -0.63775 -0.21398
H -0.90852 -1.02538 2.08149
C -1.73716 -0.43472 1.64937
```

- Which of these has the lowest LUMO energy?
  number 2

- Look up the charge of the fourth one.
  0

- Which formula does entry 3 have?
  C4H9NO2